This record from the OMol25 dataset describes a structure of composition C6H13O5P3 at a distorted geometry. The level of theory is the ωB97M-V functional and the def2-TZVPD basis.

Geometry (Å):
C  -2.865  0.186  1.871
C  -1.260  1.263  -0.536
C  2.552  -1.858  0.383
C  -0.684  -0.075  -0.805
C  1.066  -1.682  -0.228
C  0.605  -0.240  -0.126
O  -2.139  1.640  -2.996
O  -0.587  1.655  2.042
O  -3.281  2.987  -1.313
O  -2.553  3.445  1.021
O  -3.652  5.168  -0.321
P  -2.776  1.361  -1.732
P  -3.836  3.555  0.093
P  -1.807  1.333  1.266
H  -2.814  0.434  3.049
H  -3.878  0.173  1.542
H  -0.565  2.052  -0.678
H  3.330  -1.353  -0.188
H  2.912  -3.038  0.465
H  2.644  -1.322  1.434
H  -1.376  -0.807  -0.287
H  -0.596  -0.001  -1.960
H  0.396  -2.382  0.394
H  1.012  -1.956  -1.282
H  0.470  -0.079  0.972
H  1.360  0.468  -0.511
H  -2.685  5.198  -0.719

Forces on the atoms, in the same order (eV/Å):
C 0.50 1.07 2.93
C -3.46 0.07 1.73
C -0.22 -1.46 1.30
C -0.98 0.17 -0.94
C 1.61 -0.97 1.54
C 1.35 -0.94 1.61
O 2.10 0.28 -4.66
O 0.20 0.18 1.00
O -0.14 -0.76 -0.16
O -0.14 -2.02 0.30
O 2.15 0.40 -1.20
P -1.75 0.40 3.98
P 0.99 0.57 0.43
P 1.08 1.83 -1.77
H -0.16 -0.80 -2.43
H -0.67 -0.13 -0.52
H 0.49 0.98 -0.16
H -0.13 -0.01 -0.43
H -1.01 2.99 -0.02
H -0.49 -1.41 -1.87
H 0.40 0.21 -1.60
H -0.12 -1.36 1.53
H 0.72 1.10 -1.08
H 0.25 -0.52 -0.03
H 0.20 0.47 -0.82
H -0.09 -0.26 0.18
H -2.66 -0.11 1.14

Computed properties:
Net charge: -2
Energy relative to the best compared isomer or geometry (same formula, charge and spin): 41.2 kcal/mol
E_LUMO: 5.2988 eV
Kohn-Sham gap: 0.2001 Ha
E: -1636.74620 a.u.

=====

This record from the OMol25 dataset describes a structure of composition C22H23ClCrN6O6 at a distorted geometry. The level of theory is the ωB97M-V functional and the def2-TZVPD basis.

Geometry (Å):
Cr  -0.483  -0.079  0.583
O  0.956  3.379  1.965
C  0.270  2.506  1.434
N  0.130  1.199  1.888
C  -0.170  0.923  3.244
C  0.150  1.708  4.340
C  -0.247  1.296  5.611
C  -0.949  0.115  5.787
C  -1.290  -0.674  4.688
C  -0.918  -0.256  3.424
N  -1.129  -0.953  2.201
C  -1.163  -2.302  2.154
O  -1.757  -3.099  2.850
C  -0.103  -2.803  1.158
C  0.163  -4.140  0.983
C  1.307  -4.505  0.288
C  2.156  -3.517  -0.174
C  1.794  -2.195  0.016
N  0.675  -1.842  0.643
C  -0.566  2.724  0.254
C  -0.712  3.965  -0.363
C  -1.596  4.120  -1.404
C  -2.367  2.992  -1.807
C  -2.181  1.795  -1.180
N  -1.280  1.611  -0.175
H  0.713  2.618  4.194
H  0.004  1.906  6.469
H  -1.249  -0.194  6.781
H  -1.859  -1.587  4.803
H  -0.515  -4.858  1.424
H  1.542  -5.549  0.124
H  3.079  -3.759  -0.683
H  2.424  -1.388  -0.342
H  -0.128  4.790  0.029
H  -1.734  5.082  -1.882
H  -3.104  3.069  -2.595
H  -2.751  0.924  -1.471
O  -1.486  -2.964  -2.583
Cl  -1.010  -1.647  -2.313
O  -1.492  -0.685  -3.263
O  0.449  -1.627  -2.278
O  -1.494  -1.259  -0.954
N  3.209  2.049  -3.068
C  3.653  1.473  -1.739
C  2.492  1.616  -0.764
N  1.281  1.007  -1.275
C  0.870  1.551  -2.555
C  1.956  1.377  -3.598
H  3.962  2.004  -3.751
H  2.989  3.037  -2.921
H  4.548  2.007  -1.423
H  3.895  0.427  -1.924
H  2.292  2.679  -0.585
H  2.760  1.191  0.205
H  1.366  -0.002  -1.365
H  0.640  2.614  -2.417
H  -0.040  1.061  -2.896
H  1.714  1.835  -4.556
H  2.192  0.323  -3.741

Forces on the atoms, in the same order (eV/Å):
Cr -1.08 0.68 -0.59
O -0.16 0.23 -0.20
C 0.32 -0.90 0.89
N 0.14 0.88 0.10
C 0.15 0.12 -0.22
C 0.04 -0.01 0.11
C 0.02 0.06 0.00
C -0.03 -0.05 -0.05
C -0.07 0.05 0.12
C -0.07 -0.37 -0.59
N -0.25 -0.41 1.04
C 0.38 0.15 -0.09
O -0.08 -0.26 0.19
C -0.34 0.28 0.30
C 0.08 -0.34 -0.07
C -0.18 -0.12 0.08
C 0.15 0.19 -0.03
C -0.08 -0.20 0.14
N 0.78 -0.31 -0.15
C -0.72 -0.47 -0.72
C 0.11 0.00 0.25
C -0.43 -0.42 -0.27
C 0.25 0.72 0.12
C 0.17 -0.22 0.49
N 0.51 0.75 -0.64
H 0.01 -0.01 0.01
H 0.00 0.00 -0.01
H 0.00 -0.01 -0.01
H 0.02 0.02 -0.01
H 0.02 0.00 -0.02
H 0.00 0.01 0.03
H 0.00 0.00 -0.01
H 0.01 -0.05 -0.03
H -0.01 -0.01 0.00
H 0.00 -0.03 0.01
H 0.03 0.01 -0.01
H 0.07 -0.07 0.00
O 0.16 0.50 -0.06
Cl -0.01 -0.38 0.84
O 0.07 -0.08 0.05
O -0.43 0.16 -0.38
O 0.16 0.08 -0.58
N -0.06 -0.07 0.09
C -0.03 0.04 -0.07
C -0.14 0.03 -0.13
N 0.43 -0.28 0.02
C -0.02 0.10 0.21
C 0.04 0.04 0.01
H 0.02 -0.03 -0.01
H 0.03 0.03 -0.03
H 0.01 0.03 -0.03
H 0.02 0.00 -0.02
H 0.01 0.01 0.08
H -0.02 -0.04 -0.01
H -0.03 0.00 -0.05
H -0.05 0.00 -0.03
H 0.00 -0.05 -0.01
H 0.02 0.04 -0.01
H 0.03 -0.01 -0.02

Computed properties:
Multiplicity: 5
E_LUMO (alpha / beta): -1.1517 / -1.1771 eV
Kohn-Sham gap (alpha / beta): 0.1447 / 0.2040 Ha
E: -3136.54004 a.u.
<S²>: 6.0595

=====

This record from the OMol25 dataset describes a cluster of 2 separate species, C6H12N2O2 in total at a distorted geometry. The level of theory is the ωB97M-V functional and the def2-TZVPD basis.

Geometry (Å):
C  -2.319  -0.749  2.293
C  -2.254  -1.889  1.320
O  -1.708  -1.659  0.007
C  -1.043  -2.573  0.866
C  0.406  -2.295  1.295
C  0.572  -2.773  2.744
N  1.368  -2.999  0.450
C  0.751  -0.847  1.187
N  1.084  0.257  1.355
H  -1.400  -0.155  2.320
H  -3.159  -0.090  2.038
H  -2.500  -1.157  3.297
H  -3.165  -2.496  1.284
H  -1.149  -3.624  0.572
H  0.246  -3.821  2.809
H  1.625  -2.710  3.045
H  -0.036  -2.175  3.432
H  1.317  -3.999  0.628
H  1.174  -2.856  -0.538
O  1.796  0.664  -1.363
H  0.878  0.368  -1.500
H  1.826  1.158  -0.480

Forces on the atoms, in the same order (eV/Å):
C 0.05 0.13 0.17
C -0.19 -0.11 -0.15
O 0.06 -0.04 0.16
C 0.03 -0.09 -0.06
C -0.17 0.05 -0.35
C 0.16 0.10 0.13
N 0.01 -0.29 -0.09
C 0.52 1.68 1.31
N -0.77 -2.04 -0.47
H -0.23 -0.13 -0.06
H 0.22 -0.13 0.07
H 0.00 0.13 -0.19
H 0.20 0.15 0.01
H 0.04 0.20 0.06
H 0.07 0.24 -0.03
H -0.26 -0.01 -0.09
H 0.14 -0.14 -0.20
H 0.00 0.15 0.00
H 0.06 0.10 0.13
O -0.07 0.89 1.13
H 0.53 0.41 0.40
H -0.40 -1.27 -1.87

Computed properties:
Energy relative to the best compared isomer or geometry (same formula, charge and spin): 50.3 kcal/mol
E_LUMO: 0.6866 eV
Kohn-Sham gap: 0.4017 Ha
SMILES string: C[C@H]1O[C@H]1[C@@](C)(N)C#N.O
E: -495.75730 a.u.

=====

This record from the OMol25 dataset describes a structure of composition C20H46CoOP4Se at a distorted geometry. The level of theory is the ωB97M-V functional and the def2-TZVPD basis.

Geometry (Å):
Co  0.670  -0.919  0.700
P  -0.829  -2.269  1.195
P  2.007  -0.904  2.556
P  1.695  -1.980  -0.801
H  -2.855  4.331  -6.478
C  -2.815  3.392  -7.046
C  -3.899  2.611  -7.176
H  -4.863  2.886  -6.728
C  -2.226  -1.678  2.216
C  -0.248  -3.659  2.278
C  -1.755  -3.180  -0.114
C  3.189  0.501  2.540
C  1.184  -0.637  4.174
C  3.071  -2.374  2.847
C  0.995  -1.915  -2.496
C  1.985  -3.777  -0.517
C  3.391  -1.333  -1.050
H  -1.863  3.133  -7.527
H  -3.867  1.676  -7.750
H  -2.710  -0.855  1.681
H  -1.855  -1.288  3.167
H  -2.939  -2.493  2.391
H  0.026  -3.287  3.274
H  0.609  -4.190  1.842
H  -1.088  -4.362  2.380
H  -2.388  -2.457  -0.648
H  -2.388  -3.931  0.382
H  -1.082  -3.668  -0.831
H  3.823  0.439  3.436
H  2.632  1.447  2.556
H  3.822  0.456  1.646
H  1.915  -0.811  4.977
H  0.334  -1.317  4.293
H  0.823  0.397  4.213
H  3.696  -2.160  3.728
H  3.719  -2.559  1.980
H  2.450  -3.256  3.056
H  1.524  -2.635  -3.136
H  1.099  -0.903  -2.901
H  -0.068  -2.170  -2.475
H  2.641  -4.142  -1.319
H  1.043  -4.338  -0.544
H  2.477  -3.956  0.447
H  3.945  -2.028  -1.696
H  3.927  -1.230  -0.100
H  3.334  -0.347  -1.527
C  0.348  1.637  -1.890
C  -0.916  1.296  -2.417
C  -1.348  1.848  -3.637
C  -0.524  2.703  -4.355
C  0.769  2.996  -3.882
C  1.204  2.440  -2.677
Se  0.925  1.209  -0.132
H  -0.328  -1.238  -0.385
H  -1.545  0.609  -1.862
H  -2.338  1.599  -4.021
H  -0.863  3.133  -5.298
H  1.434  3.648  -4.443
H  2.216  2.629  -2.298
C  0.027  3.242  2.726
P  -1.404  2.156  2.638
C  -2.557  2.502  3.979
C  -2.159  2.588  1.056
O  -0.914  0.728  2.659
H  -0.277  4.275  2.901
H  0.555  3.159  1.766
H  0.689  2.893  3.528
H  -2.819  3.562  3.982
H  -3.467  1.905  3.845
H  -2.099  2.239  4.944
H  -1.369  2.577  0.296
H  -2.904  1.828  0.809
H  -2.624  3.578  1.074

Forces on the atoms, in the same order (eV/Å):
Co -0.02 2.37 1.51
P -3.91 -3.24 1.54
P 0.75 0.03 1.86
P 2.89 -1.93 -3.26
H -0.02 -0.33 -0.32
C -0.47 -0.39 0.10
C 0.46 0.23 0.15
H 0.48 -0.11 -0.23
C 0.12 0.47 -0.17
C 0.53 0.15 -0.30
C 0.35 0.22 0.08
C -0.05 -0.11 -0.34
C -0.02 -0.11 -0.14
C -0.17 0.18 -0.16
C -0.07 -0.05 0.26
C -0.23 0.04 0.21
C -0.10 0.04 0.05
H -0.40 0.11 0.12
H -0.02 0.49 0.22
H -0.05 -0.17 0.22
H -0.10 -0.05 -0.24
H 0.29 0.02 -0.23
H -0.10 -0.06 -0.31
H -0.29 0.08 0.17
H 0.21 0.28 -0.08
H 0.09 -0.24 0.09
H 0.20 0.22 -0.27
H -0.27 0.04 0.18
H -0.21 -0.02 -0.24
H 0.15 -0.21 -0.02
H -0.06 0.13 0.20
H -0.14 -0.03 -0.28
H 0.18 0.24 0.09
H 0.02 -0.39 -0.03
H -0.17 -0.09 -0.31
H -0.11 -0.04 0.26
H 0.26 0.23 -0.08
H -0.07 0.22 0.12
H 0.04 -0.19 0.05
H 0.11 -0.04 -0.08
H -0.20 0.15 0.16
H 0.25 0.09 -0.02
H -0.09 0.09 -0.24
H -0.10 0.23 0.09
H -0.07 -0.07 -0.16
H 0.09 -0.22 0.06
C 0.23 -0.24 0.19
C -0.76 0.12 -0.81
C -0.37 -1.21 1.50
C 0.64 0.52 -0.32
C 0.53 -0.46 0.92
C 0.62 1.03 -0.45
Se -0.29 1.02 -1.75
H -0.26 0.36 0.75
H -0.15 0.16 -0.09
H 0.27 0.06 0.10
H -0.03 -0.13 0.25
H -0.13 -0.19 0.07
H -0.42 0.16 -0.30
C -0.11 0.00 0.22
P 0.17 0.49 0.03
C 0.17 -0.09 -0.06
C -0.13 -0.10 0.16
O 0.40 -0.51 -0.68
H 0.22 0.03 -0.02
H -0.10 0.22 0.30
H -0.15 0.24 -0.08
H -0.03 -0.05 0.02
H 0.17 0.11 0.01
H -0.10 0.08 -0.33
H -0.27 0.09 0.14
H -0.08 0.16 -0.05
H 0.02 -0.14 -0.01

Computed properties:
Net charge: +3
Multiplicity: 5
Energy relative to the best compared isomer or geometry (same formula, charge and spin): 12.3 kcal/mol
E_LUMO (alpha / beta): -9.4811 / -12.6994 eV
Kohn-Sham gap (alpha / beta): 0.2266 / 0.1083 Ha
E: -6013.45372 a.u.
<S²>: 6.0490

=====

This record from the OMol25 dataset describes a structure of composition C28H28Cl3F6N2O6PPrS3 at a distorted geometry. The level of theory is the ωB97M-V functional and the def2-TZVPD basis.

Geometry (Å):
Pr  -0.608  -0.685  -1.241
F  3.459  -3.944  -4.336
C  2.426  -3.106  -4.296
F  1.608  -3.384  -5.313
F  2.894  -1.860  -4.472
S  1.521  -3.237  -2.694
O  0.602  -2.110  -2.765
O  0.986  -4.552  -2.683
N  2.687  -3.017  -1.669
S  2.810  -1.771  -0.721
O  3.203  -2.124  0.596
O  1.741  -0.796  -0.899
C  4.282  -0.882  -1.431
F  5.193  -1.741  -1.886
F  4.843  -0.115  -0.500
F  3.913  -0.094  -2.453
Cl  -1.915  -1.667  -3.976
C  -3.188  -0.598  -4.498
C  -3.599  -0.715  -5.812
C  -4.618  0.097  -6.286
C  -5.201  1.009  -5.420
C  -4.765  1.104  -4.113
Cl  -5.556  2.276  -3.100
C  -3.726  0.314  -3.574
S  -3.202  0.483  -1.935
H  -3.122  -1.443  -6.453
H  -4.951  0.021  -7.312
H  -6.002  1.655  -5.753
C  -0.323  -1.576  6.649
C  -0.765  -0.892  5.384
C  -1.517  -1.574  4.435
C  -1.911  -0.973  3.248
C  -2.801  -1.715  2.292
C  -1.534  0.349  2.996
C  -0.824  1.074  3.957
C  -0.441  2.516  3.761
C  -0.442  0.432  5.133
C  -1.896  1.001  1.676
O  -2.697  1.924  1.650
O  -1.273  0.531  0.641
H  0.366  -2.395  6.431
H  -1.173  -2.001  7.186
H  0.184  -0.879  7.315
H  -1.809  -2.602  4.623
H  -2.756  -2.789  2.473
H  -2.532  -1.532  1.251
H  -3.837  -1.390  2.414
H  0.491  2.597  3.197
H  -0.286  2.997  4.727
H  -1.213  3.056  3.219
H  0.126  0.990  5.870
N  1.103  0.743  -4.049
C  0.144  0.776  -3.399
H  1.963  0.700  -4.554
C  2.063  2.885  -1.605
P  0.838  2.033  -0.514
C  -0.118  3.509  0.009
C  1.877  1.713  0.984
C  2.897  2.582  1.375
C  3.649  2.338  2.514
C  3.395  1.215  3.290
C  2.386  0.344  2.915
C  1.638  0.592  1.773
H  2.905  2.229  -1.825
H  2.436  3.815  -1.175
H  1.559  3.133  -2.540
H  0.473  4.126  0.688
H  -1.051  3.212  0.483
H  -0.362  4.090  -0.882
H  3.115  3.473  0.800
H  4.436  3.028  2.793
H  3.981  1.021  4.179
H  2.168  -0.536  3.505
H  0.849  -0.099  1.511
Cl  0.017  -3.136  0.362
C  -1.530  -2.975  -0.680
H  -2.307  -3.361  -0.018
H  -1.376  -3.720  -1.469

Forces on the atoms, in the same order (eV/Å):
Pr -2.36 0.57 0.94
F -0.11 0.03 0.05
C 0.04 -0.05 -0.22
F 0.02 0.03 0.15
F -0.02 -0.01 0.07
S 0.26 0.24 -0.08
O 0.32 -0.83 -0.65
O 0.06 -0.05 0.02
N -0.09 0.04 0.00
S 0.14 0.04 -0.29
O 0.03 -0.05 0.01
O 1.29 -0.02 0.30
C 0.12 0.10 -0.02
F -0.08 0.00 0.11
F -0.13 -0.06 -0.06
F -0.05 -0.07 0.04
Cl -0.04 -0.07 -0.07
C -0.03 0.07 0.05
C -0.06 0.00 -0.09
C 0.06 0.00 0.06
C -0.01 -0.05 -0.08
C 0.01 0.06 0.11
Cl -0.01 0.01 -0.01
C 0.01 -0.04 -0.13
S 0.18 0.03 0.18
H 0.01 -0.01 0.00
H 0.00 -0.01 0.00
H 0.00 0.01 0.01
C 0.01 -0.01 0.01
C 0.00 0.03 -0.01
C 0.00 0.00 -0.01
C -0.02 -0.02 -0.01
C 0.00 0.00 -0.11
C 0.10 0.11 0.05
C -0.04 -0.06 -0.01
C -0.02 0.00 -0.02
C -0.02 -0.02 0.01
C -0.19 0.15 0.06
O 0.16 -0.09 0.00
O 0.00 -0.48 -0.06
H 0.02 -0.02 0.00
H -0.02 -0.01 0.02
H 0.01 0.01 0.02
H 0.00 -0.03 0.00
H 0.00 -0.01 -0.01
H -0.04 -0.02 0.14
H 0.00 0.01 0.00
H 0.03 0.01 -0.03
H 0.01 0.01 0.01
H -0.04 0.02 -0.03
H 0.01 0.01 0.02
N -0.04 0.21 -0.12
C 0.42 -0.07 -0.38
H -0.03 -0.03 -0.02
C -0.05 0.01 0.04
P 0.46 0.41 0.14
C -0.03 -0.06 -0.08
C -0.06 0.06 -0.04
C 0.00 0.07 0.01
C 0.01 0.00 0.01
C -0.02 0.01 -0.02
C 0.04 -0.01 0.02
C 0.00 -0.07 -0.07
H 0.02 -0.03 0.00
H 0.03 -0.01 0.02
H 0.00 -0.01 0.01
H -0.01 0.03 -0.01
H -0.06 -0.04 0.07
H -0.03 -0.01 -0.02
H -0.02 0.00 -0.04
H 0.01 0.01 0.01
H 0.01 0.00 0.01
H 0.00 -0.02 0.02
H 0.01 0.01 0.03
Cl -0.17 0.12 0.07
C 0.02 -0.26 -0.05
H -0.04 0.18 -0.10
H 0.00 0.02 0.08

Computed properties:
Net charge: -1
Multiplicity: 3
Energy relative to the best compared isomer or geometry (same formula, charge and spin): 0.0 kcal/mol
E_LUMO (alpha / beta): 2.2071 / 2.2070 eV
Kohn-Sham gap (alpha / beta): 0.2560 / 0.2562 Ha
E: -5677.62097 a.u.
<S²>: 2.0024

=====

This record from the OMol25 dataset describes an isolated molecule of C4H9NO2 at a distorted geometry. The level of theory is the ωB97M-V functional and the def2-TZVPD basis.

Geometry (Å):
C  -1.947  0.343  0.064
C  -0.960  0.085  1.193
O  0.289  0.754  0.990
C  1.070  0.372  -0.049
C  1.352  -1.100  -0.224
N  1.040  1.169  -1.441
O  2.012  1.274  -0.347
H  -2.927  -0.038  0.343
H  -1.625  -0.139  -0.856
H  -2.016  1.410  -0.129
H  -0.798  -0.988  1.340
H  -1.324  0.508  2.129
H  0.492  -1.618  -0.645
H  2.183  -1.215  -0.916
H  1.586  -1.543  0.745
H  1.573  0.725  -2.196

Forces on the atoms, in the same order (eV/Å):
C 0.30 0.01 0.16
C -0.11 0.00 -0.08
O -0.09 0.20 -0.54
C -0.20 0.02 -2.39
C -0.01 0.18 0.27
N -0.95 -0.01 1.73
O 1.22 0.42 0.47
H -0.08 -0.05 -0.02
H -0.03 -0.06 -0.07
H -0.05 0.08 0.01
H 0.02 0.06 0.01
H 0.01 -0.09 -0.06
H -0.09 0.01 0.05
H 0.08 -0.03 0.10
H 0.13 -0.11 -0.05
H -0.15 -0.63 0.42

Computed properties:
Energy relative to the best compared isomer or geometry (same formula, charge and spin): 92.2 kcal/mol
E_LUMO: 0.9083 eV
Kohn-Sham gap: 0.3813 Ha
SMILES string: CCO[C@@]1(C)NO1
E: -362.93861 a.u.

=====

Among the records above, which one has the lowest E? C20H46CoOP4Se

=====

E of number 3 (C6H12N2O2)? -495.75730 a.u.

=====

E of number 1 (C6H13O5P3)? -1636.74620 a.u.